(1)
{
  "formula": "C20H37MoN4O4SSi",
  "method": "ωB97M-V with the def2-TZVPD basis set",
  "species": ["Mo", "C", "C", "N", "N", "C", "N", "S", "C", "C", "C", "C", "C", "N", "H", "H", "H", "H", "H", "H", "H", "H", "H", "H", "C", "C", "C", "C", "O", "Si", "O", "O", "C", "C", "C", "C", "O", "C", "C", "C", "C", "H", "H", "H", "H", "H", "H", "H", "H", "H", "H", "H", "H", "H", "H", "H", "H", "H", "H", "H", "H", "H", "H", "H", "H", "H", "H", "H"],
  "xyz": [[0.37117, -1.75662, 0.10689], [2.14360, -3.54712, 3.86285], [1.85223, -2.90473, 2.55455], [0.67189, -2.82801, 2.02408], [-0.42590, -3.38450, 2.64733], [-1.46417, -3.72232, 1.86278], [-2.49072, -4.36817, 2.35608], [-1.40961, -3.32335, 0.17108], [2.90475, -2.29491, 1.71593], [4.24093, -2.27549, 2.05233], [5.15959, -1.72051, 1.15380], [4.70795, -1.21978, -0.04970], [3.34695, -1.27583, -0.33642], [2.46371, -1.79026, 0.52555], [1.52959, -4.43381, 4.02430], [1.95276, -2.83224, 4.67034], [3.17976, -3.86018, 3.93849], [-0.36437, -3.65826, 3.62093], [-2.54098, -4.68844, 3.31560], [-3.27654, -4.59757, 1.76011], [4.58866, -2.67840, 2.99149], [6.21223, -1.69781, 1.40428], [5.38171, -0.79059, -0.77832], [2.95879, -0.88458, -1.26939], [-3.54868, 1.64625, -2.98153], [-3.12446, 0.37478, -2.27246], [-2.31568, -0.53688, -3.17806], [-4.30334, -0.34559, -1.64908], [-2.26499, 0.77229, -1.11963], [-0.77682, 1.29949, -1.02032], [0.18135, -0.36620, -0.88711], [-0.28977, 1.70863, 0.45198], [-0.79662, 1.43014, 1.77112], [-0.83494, -0.11394, 1.84419], [0.20358, 2.02971, 2.74192], [-2.19722, 1.97605, 1.96459], [-0.17496, 2.07528, -2.24251], [1.03140, 2.89893, -2.51905], [0.83642, 4.22763, -1.81503], [2.23639, 2.13725, -1.99368], [1.07010, 3.04271, -4.02649], [-4.14579, 1.39490, -3.85780], [-2.68220, 2.21541, -3.31765], [-4.15355, 2.27227, -2.32669], [-2.95394, -0.93086, -3.96853], [-1.92405, -1.39618, -2.62165], [-1.49004, -0.00444, -3.65343], [-5.02463, -0.60765, -2.42251], [-4.80420, 0.29253, -0.92232], [-3.98737, -1.26658, -1.15515], [0.23778, -0.44929, 1.66645], [-1.57276, -0.45764, 1.11551], [-1.13133, -0.53527, 2.80468], [1.21375, 1.67177, 2.53377], [-0.05995, 1.77744, 3.76922], [0.20132, 3.11426, 2.65188], [-2.89709, 1.56739, 1.23594], [-2.17806, 3.06069, 1.86684], [-2.55382, 1.73906, 2.96677], [0.69427, 4.09148, -0.74226], [-0.02239, 4.75782, -2.22333], [1.71768, 4.85228, -1.95896], [2.21047, 2.05634, -0.90380], [3.15049, 2.66191, -2.27048], [2.27413, 1.14320, -2.44685], [0.18382, 3.56477, -4.38361], [1.12620, 2.06862, -4.51249], [1.94553, 3.62266, -4.31742]],
  "atomic_forces_ev_per_a": [[0.206, 0.748, -0.288], [-0.038, -0.002, -0.039], [-0.014, -0.036, -0.038], [0.037, 0.088, -0.009], [0.044, -0.089, -0.038], [-0.125, -0.058, 0.118], [0.067, 0.052, -0.037], [0.138, -0.027, -0.031], [0.016, 0.029, -0.078], [-0.076, 0.082, -0.112], [-0.035, -0.005, -0.002], [-0.067, -0.013, 0.016], [0.054, 0.009, 0.065], [0.003, -0.208, 0.132], [-0.005, -0.006, 0.001], [-0.006, -0.006, 0.024], [0.011, 0.002, -0.006], [-0.016, 0.009, 0.001], [0.000, -0.011, 0.002], [-0.008, 0.004, 0.006], [-0.010, -0.014, 0.016], [0.000, 0.009, -0.007], [0.022, -0.006, 0.013], [-0.003, -0.032, 0.024], [-0.012, -0.006, 0.002], [-0.054, 0.095, -0.036], [0.002, -0.072, 0.036], [0.015, 0.020, -0.012], [0.076, -0.214, 0.110], [0.131, 0.001, -0.012], [-0.285, -0.573, 0.188], [-0.210, 0.628, 0.050], [0.354, -0.329, -0.124], [-0.346, -0.095, -0.124], [-0.088, -0.103, 0.047], [-0.027, 0.048, 0.015], [0.075, -0.190, 0.050], [-0.062, 0.001, 0.010], [0.056, 0.007, -0.024], [0.037, 0.010, -0.034], [0.014, 0.026, 0.020], [-0.020, -0.003, 0.004], [0.022, -0.010, -0.022], [0.002, 0.004, 0.015], [0.003, 0.029, -0.011], [-0.038, 0.029, -0.005], [0.024, 0.024, 0.014], [0.005, -0.005, -0.003], [-0.004, 0.021, -0.006], [0.032, -0.024, 0.012], [0.048, 0.042, 0.008], [-0.095, 0.010, -0.012], [0.184, 0.103, 0.094], [0.002, -0.011, -0.014], [-0.017, 0.010, 0.015], [0.011, 0.009, -0.024], [0.027, -0.006, -0.008], [-0.006, 0.019, -0.008], [-0.014, 0.014, 0.032], [0.017, -0.030, 0.024], [-0.022, -0.009, -0.005], [0.005, 0.015, -0.029], [-0.029, -0.007, 0.032], [0.000, 0.015, 0.023], [-0.004, -0.013, -0.030], [-0.009, -0.010, -0.002], [0.009, -0.010, 0.008], [-0.001, 0.017, 0.000]],
  "gap_ev": [6.95, 6.91],
  "total_charge": 3,
  "e_above_lowest_kcal_mol": 2.1,
  "molar_mass_g_mol": 553.63,
  "largest_force_ha_per_bohr": 0.016
}

***

(2)
{
  "formula": "C20H37N2O13P3V",
  "method": "ωB97M-V with the def2-TZVPD basis set",
  "species": ["V", "N", "C", "C", "C", "N", "H", "H", "H", "H", "H", "H", "H", "H", "H", "H", "C", "C", "O", "P", "O", "O", "O", "P", "O", "O", "O", "H", "H", "H", "H", "H", "H", "H", "O", "C", "O", "C", "O", "O", "C", "C", "C", "C", "C", "C", "C", "C", "C", "C", "O", "O", "H", "H", "H", "H", "H", "H", "H", "H", "H", "H", "H", "C", "P", "C", "C", "H", "H", "H", "H", "H", "H", "H", "H", "H"],
  "xyz": [[0.23233, -0.15262, -0.49678], [-0.23734, 0.26514, 1.70324], [-1.49110, 0.46686, 2.43689], [-1.70126, 1.92262, 2.84784], [-1.93474, 2.85654, 1.65351], [-0.66635, 3.30196, 1.06561], [-0.04077, -0.73551, 1.67400], [0.54425, 0.68390, 2.19873], [-1.51450, -0.15455, 3.34383], [-2.30756, 0.16689, 1.77790], [-0.83022, 2.28023, 3.40873], [-2.57445, 1.96633, 3.50513], [-2.46360, 3.75089, 2.00034], [-2.58325, 2.32390, 0.94585], [-0.84522, 3.96646, 0.32115], [-0.20772, 2.51159, 0.61775], [-4.51111, -3.56553, -1.49605], [-3.76648, -2.55538, -0.65419], [-3.88590, -2.87677, 0.73789], [-1.95852, -2.59395, -1.02503], [-1.82311, -2.07355, -2.50424], [-1.68117, -4.16707, -1.04532], [-1.10765, -1.88813, -0.01910], [-4.38369, -0.81016, -0.93525], [-5.74537, -0.83244, 0.01582], [-4.84290, -0.60998, -2.33946], [-3.42205, 0.10078, -0.26055], [-4.07076, -4.55614, -1.37831], [-4.45651, -3.26048, -2.54027], [-5.55654, -3.59440, -1.18094], [-3.51212, -2.11904, 1.21237], [-0.91293, -1.67783, -2.62568], [-0.73570, -4.29136, -1.31103], [-6.47764, -0.97982, -0.59865], [1.95554, -3.59641, 0.31123], [1.54983, -2.53470, -0.14756], [1.48251, -1.41117, 0.45040], [1.02788, -2.48452, -1.60335], [0.80529, -3.52782, -2.22129], [0.80246, -1.30527, -2.08441], [5.28733, -1.84196, 3.40118], [4.67901, -0.83136, 2.46266], [3.99001, 0.27133, 2.94226], [3.37002, 1.17263, 2.07879], [2.67690, 2.39430, 2.63005], [3.44124, 0.94850, 0.70747], [4.18427, -0.12123, 0.20494], [4.27639, -0.32721, -1.28140], [4.79425, -0.99731, 1.08815], [2.67125, 1.83460, -0.26065], [3.21074, 2.86746, -0.66660], [1.49660, 1.44708, -0.59994], [4.93127, -1.69302, 4.42137], [6.37868, -1.76564, 3.40535], [5.02055, -2.85199, 3.08609], [3.90909, 0.42894, 4.01490], [2.36462, 2.23661, 3.66490], [1.81114, 2.67932, 2.03369], [3.36494, 3.24400, 2.60949], [3.31293, -0.67054, -1.66704], [5.03538, -1.06978, -1.52906], [4.50590, 0.61558, -1.78088], [5.32630, -1.85960, 0.69843], [-1.46404, 0.67971, -3.74253], [-0.99298, 1.40381, -2.10926], [-2.45258, 2.53128, -1.98296], [0.21756, 2.63139, -2.78133], [-1.66702, 1.47955, -4.45891], [-2.36432, 0.07926, -3.61559], [-0.65181, 0.05651, -4.12001], [-2.46927, 3.21127, -2.83772], [-2.42786, 3.10556, -1.05731], [-3.34547, 1.91157, -1.98639], [-0.22766, 3.20096, -3.60140], [1.09296, 2.08655, -3.13501], [0.56183, 3.30237, -1.99645]],
  "atomic_forces_ev_per_a": [[-0.749, 0.662, 0.638], [-0.083, -0.225, -0.024], [-0.129, 0.221, 0.150], [0.051, -0.006, -0.387], [0.061, -0.053, 0.184], [-0.057, -0.089, 0.008], [0.111, 0.046, 0.283], [0.050, 0.002, -0.024], [-0.014, -0.012, -0.070], [-0.022, -0.076, 0.010], [-0.046, 0.048, 0.082], [0.023, -0.033, 0.021], [-0.019, -0.034, -0.034], [-0.042, 0.058, -0.003], [0.031, 0.019, 0.019], [0.134, 0.004, -0.030], [-0.029, -0.133, 0.125], [0.595, 0.599, -0.125], [0.115, -0.041, -0.083], [-1.040, -0.661, 0.456], [0.531, 0.345, 0.061], [0.567, 0.287, -0.148], [-0.277, 0.209, -0.478], [-0.698, 0.236, 0.195], [0.001, -0.145, -0.408], [0.115, -0.168, -0.082], [0.222, -0.017, 0.186], [-0.081, -0.019, 0.007], [-0.051, -0.027, 0.001], [-0.011, 0.030, -0.039], [-0.046, -0.097, 0.013], [-0.240, -0.245, -0.120], [-0.197, -0.070, 0.047], [0.118, 0.059, 0.153], [0.011, 0.183, -0.160], [0.385, -0.510, 0.496], [0.515, -0.168, 0.322], [0.265, -0.435, -0.740], [-0.077, 0.042, 0.145], [-0.045, -0.340, -0.393], [0.007, 0.067, -0.094], [0.041, -0.001, 0.109], [-0.029, -0.021, -0.027], [0.008, 0.045, -0.032], [0.105, -0.067, -0.081], [-0.212, -0.031, -0.030], [0.063, 0.037, -0.035], [-0.150, -0.038, 0.063], [-0.045, 0.050, -0.009], [-0.024, 0.154, -0.150], [-0.013, -0.032, 0.098], [0.813, 0.228, 0.363], [0.013, -0.013, 0.007], [0.001, -0.044, 0.034], [0.014, -0.020, 0.047], [-0.007, -0.021, -0.001], [-0.027, -0.003, -0.012], [-0.087, 0.043, 0.019], [-0.048, 0.029, 0.011], [0.003, -0.007, -0.039], [0.005, 0.005, -0.018], [0.043, -0.026, -0.036], [-0.004, -0.007, -0.020], [-0.064, -0.111, 0.215], [-0.387, 0.833, -1.064], [0.081, -0.227, 0.209], [0.012, -0.155, 0.193], [0.031, 0.021, 0.033], [-0.017, -0.070, -0.048], [-0.015, -0.033, 0.002], [0.057, -0.009, -0.013], [-0.036, -0.012, -0.045], [-0.109, -0.006, 0.102], [-0.057, -0.055, -0.010], [0.043, 0.066, 0.012], [0.045, -0.014, -0.011]],
  "gap_ev": [6.21, 8.10],
  "total_charge": -2,
  "e_above_lowest_kcal_mol": 19.6,
  "molar_mass_g_mol": 657.38,
  "spin_multiplicity": 4,
  "largest_force_ha_per_bohr": 0.027
}